Entry 1:
Below is a cluster of 10 separate species, C38H56O22S6 in total at a distorted geometry, with properties calculated with ωB97M-V/def2-TZVPD.

- LUMO level (Ha) = 0.007
- SMILES = CCOS(C)(=O)=O.CCOS(C)(=O)=O.O=S1(=O)OCCO1.O=S1(=O)OCCO1.O=S1(=O)OCCO1.O=S1(=O)OCCO1.c1ccccc1.c1ccccc1.c1ccccc1.c1ccccc1

Structure (ORCA input):
```
! wB97M-V def2-TZVPD RIJCOSX def2/J DEFGRID3
* xyz 0 1
C -4.82718 -2.16994 -3.79035
C -3.72443 -3.16944 -4.11165
O -2.50253 -2.90677 -3.38344
S -2.48910 -3.35867 -1.85679
C -0.79709 -3.04880 -1.52099
O -3.34929 -2.45781 -1.15510
O -2.62576 -4.78093 -1.81009
H -5.38700 -2.46565 -2.90274
H -5.54785 -2.08619 -4.60338
H -4.39399 -1.19645 -3.56136
H -3.96595 -4.21611 -3.91866
H -3.49159 -3.08500 -5.17020
H -0.25569 -3.94820 -1.80300
H -0.58248 -2.84145 -0.47696
H -0.36070 -2.24016 -2.10524
C -2.52971 -2.38672 -7.85911
C -1.48089 -1.50447 -7.17634
O -0.91564 -2.21999 -6.07717
S 0.16798 -1.40865 -5.22482
C -0.81253 -0.22754 -4.36896
O 0.70195 -2.33854 -4.28943
O 1.02335 -0.70951 -6.11847
H -2.13074 -3.38675 -8.00183
H -2.83498 -1.93537 -8.80443
H -3.45929 -2.39139 -7.28657
H -0.71434 -1.27400 -7.91631
H -1.98002 -0.56863 -6.91169
H -1.01487 0.59504 -5.05070
H -0.16328 0.13516 -3.57030
H -1.72151 -0.63390 -3.93841
O -0.29037 0.52206 -1.02111
S -0.99268 0.53771 0.21423
O -2.38631 0.65468 0.22398
O -0.49871 -0.76923 1.00077
C 0.57224 -0.48999 1.89611
C 0.54500 0.99898 2.18015
O -0.32691 1.57500 1.20732
H 0.51384 -1.11680 2.78415
H 1.53037 -0.77351 1.44706
H 1.53531 1.44765 2.15944
H 0.08462 1.21408 3.14114
O 2.99488 6.68574 0.66936
S 1.69592 6.37979 0.23206
O 0.56441 7.13991 0.63054
O 1.71617 6.23639 -1.36552
C 0.69871 5.31122 -1.73400
C 0.43279 4.40410 -0.49126
O 1.41304 4.84753 0.46949
H -0.20584 5.78845 -2.10443
H 1.09666 4.68321 -2.53000
H 0.69481 3.36176 -0.64150
H -0.58776 4.46939 -0.11958
O 3.30953 -1.68774 3.62154
S 3.12930 -2.90723 4.31538
O 2.04358 -3.73450 3.96196
O 4.47646 -3.74458 4.39864
C 5.18092 -3.33230 5.57618
C 4.08200 -3.27763 6.59860
O 3.04262 -2.59779 5.88918
H 6.06429 -3.93003 5.76919
H 5.55098 -2.31548 5.38885
H 4.29715 -2.80153 7.54993
H 3.72255 -4.28720 6.82784
O -2.00079 1.58087 4.11408
S -2.49160 2.73362 3.44953
O -3.35205 2.60616 2.34542
O -3.08595 3.67797 4.57226
C -2.76112 5.07011 4.33061
C -1.47381 5.04000 3.50086
O -1.28704 3.70335 3.03812
H -3.61138 5.52717 3.83020
H -2.62479 5.45769 5.33474
H -0.61094 5.32771 4.10181
H -1.50508 5.71481 2.64665
C -8.07824 1.54374 -0.62628
C -7.61935 0.71237 0.39409
C -6.37537 0.12041 0.30435
C -5.63769 0.24460 -0.87656
C -6.19559 0.89146 -1.96825
C -7.38385 1.59980 -1.82629
H -8.96150 2.14851 -0.46720
H -8.18300 0.71830 1.32021
H -5.99282 -0.46944 1.12655
H -4.71572 -0.32273 -0.91413
H -5.60219 0.93881 -2.87410
H -7.71466 2.21554 -2.65395
C 3.49352 3.72847 3.48414
C 2.20469 3.70367 4.00429
C 1.81320 2.62620 4.80414
C 2.66076 1.57142 5.06376
C 3.97167 1.63129 4.58660
C 4.37502 2.70951 3.80248
H 3.81830 4.60365 2.93285
H 1.44408 4.43294 3.76064
H 0.76014 2.63673 5.06889
H 2.38236 0.65857 5.57619
H 4.74477 0.93452 4.88342
H 5.39594 2.75440 3.44230
C 3.42632 0.45014 -1.90691
C 4.39822 -0.49208 -1.62446
C 5.15173 -0.35452 -0.45880
C 4.86277 0.68880 0.41000
C 3.81761 1.56383 0.16379
C 3.13878 1.50593 -1.04889
H 2.77638 0.32309 -2.76615
H 4.46682 -1.34943 -2.28114
H 5.93612 -1.07263 -0.25714
H 5.39220 0.70940 1.35606
H 3.58226 2.31926 0.90606
H 2.30831 2.13159 -1.34336
C 2.37766 -3.86953 0.14172
C 3.32136 -4.04634 -0.87128
C 3.17260 -5.11393 -1.73419
C 2.18978 -6.07558 -1.47998
C 1.29551 -5.91800 -0.43599
C 1.29861 -4.71959 0.27659
H 2.46283 -2.91595 0.65486
H 4.04901 -3.25775 -1.00134
H 3.90592 -5.35111 -2.49585
H 2.22209 -7.00837 -2.02973
H 0.52291 -6.65093 -0.24278
H 0.58993 -4.53380 1.07528
*
```

***

Entry 2:
Below is a structure of composition C38H57F2FeN5O3SSeSi, with properties calculated with ωB97M-V/def2-TZVPD.

- LUMO level (alpha / beta) (Ha) = -0.094 / -0.134

Structure (ORCA input):
```
! wB97M-V def2-TZVPD RIJCOSX def2/J DEFGRID3
* xyz 1 6
Fe -1.26255 0.98221 -0.36931
F -2.65467 -0.31227 -1.95945
C -2.57275 1.09176 -1.93781
F -2.05885 1.45862 -3.13442
H -3.58730 1.48919 -1.87087
C -3.23396 1.78595 6.69562
C -2.07779 0.84563 6.37407
C -2.33163 0.01479 5.11182
C -2.17601 0.78515 3.81558
N -0.79992 1.21198 3.47255
C -0.58534 2.10327 2.48354
Se -1.89470 2.73730 1.28354
N 0.71059 2.41676 2.43323
C 1.29858 3.50877 1.64620
C 1.00144 4.88264 2.22787
C 1.50320 5.14113 3.64908
C 0.58497 4.62235 4.75462
C 1.38624 1.66363 3.38057
C 2.74132 1.61580 3.69219
C 3.12105 0.76594 4.70931
C 2.17448 -0.00423 5.39695
C 0.82977 0.04246 5.08772
C 0.43426 0.89690 4.05481
H -3.01854 2.38814 7.57779
H -4.15100 1.22616 6.88859
H -3.43530 2.47803 5.87458
H -1.90883 0.17165 7.21679
H -1.15715 1.42559 6.26628
H -3.37264 -0.32154 5.11891
H -1.73984 -0.90232 5.08580
H -2.77182 1.69613 3.85620
H -2.54881 0.20166 2.97706
H 0.93870 3.42585 0.62184
H 2.36983 3.31902 1.62876
H -0.07611 5.06986 2.17969
H 1.45875 5.59506 1.53692
H 1.60188 6.22109 3.77364
H 2.51439 4.73740 3.76748
H -0.43626 4.98024 4.60024
H 0.91161 4.98016 5.73136
H 0.55363 3.53212 4.81072
H 3.46821 2.21866 3.16605
H 4.16439 0.69798 4.98641
H 2.50386 -0.65105 6.19967
H 0.13068 -0.55863 5.64406
N 3.55568 -6.82301 4.85325
C 2.82890 -6.10320 4.33142
C 1.92545 -5.19684 3.67482
C 2.21093 -3.83390 3.66387
C 1.34446 -2.94960 3.04705
C 0.20231 -3.43838 2.43074
C -0.08603 -4.79481 2.42455
C 0.77430 -5.67568 3.05607
N -0.68866 -2.52834 1.78460
C -2.06414 -2.64131 1.68804
C -2.48882 -1.54888 1.00788
N -1.39616 -0.76611 0.69759
C -0.33337 -1.38830 1.16737
H 3.10567 -3.46866 4.14910
H 1.55520 -1.88834 3.07784
H -0.96202 -5.17023 1.91298
H 0.56150 -6.73550 3.05861
H -2.60164 -3.46927 2.11475
H -3.48924 -1.27661 0.71902
H 0.68609 -1.05763 1.04158
C 4.48095 3.94925 -2.99865
C 4.38410 2.85218 -1.94964
C 4.33084 3.44014 -0.54676
C 5.53660 1.87031 -2.08268
O 3.19169 2.07698 -2.17401
Si 1.60395 2.38918 -2.24312
S 0.86334 0.93027 -0.83222
O 0.99943 2.18579 -3.72857
C 1.29743 1.23143 -4.78003
C 1.33373 -0.17876 -4.21306
C 2.63456 1.60757 -5.40017
C 0.17338 1.38101 -5.79220
O 1.25326 3.88956 -1.72803
C 0.35271 4.91270 -2.23517
C -1.01180 4.31649 -2.54647
C 0.97505 5.53409 -3.47605
C 0.24138 5.92941 -1.11271
H 5.40135 4.52035 -2.86716
H 3.63611 4.63486 -2.91539
H 4.48634 3.51615 -4.00021
H 5.24815 3.98915 -0.32609
H 4.22338 2.63615 0.18607
H 3.48686 4.12720 -0.45933
H 6.49203 2.37532 -1.93239
H 5.53571 1.42320 -3.07746
H 5.43997 1.07241 -1.34508
H 2.13359 -0.28541 -3.47615
H 1.52103 -0.89215 -5.01753
H 0.38206 -0.42811 -3.74175
H 3.44298 1.48350 -4.67810
H 2.61578 2.64564 -5.73699
H 2.84020 0.97095 -6.26215
H -0.78413 1.12446 -5.34044
H 0.34372 0.72503 -6.64728
H 0.12678 2.40999 -6.15257
H -0.96189 3.62946 -3.38849
H -1.71957 5.11255 -2.78401
H -1.38837 3.78443 -1.66912
H 1.13636 4.77480 -4.24150
H 1.92808 6.00854 -3.23536
H 0.31088 6.29895 -3.88278
H -0.22902 5.47402 -0.23762
H -0.36578 6.77913 -1.42683
H 1.23134 6.29623 -0.83401
*
```

***

Entry 3:
Below is a structure of composition C38H59AgBr3F2N2O15S at a distorted geometry, with properties calculated with ωB97M-V/def2-TZVPD.

- LUMO level (alpha / beta) (Ha) = 0.012 / -0.009

Structure (ORCA input):
```
! wB97M-V def2-TZVPD RIJCOSX def2/J DEFGRID3
* xyz 0 2
Ag 1.93236 1.35917 0.13769
C -3.56143 -1.89521 0.37485
C -3.56327 -2.87849 -0.77740
C -4.59937 -2.51964 -1.81560
O -4.41025 -3.28959 -2.94593
C -5.21392 -2.94180 -4.05519
N -2.21960 -2.79728 -1.40560
H -1.97940 -3.47478 -2.12743
H -2.07882 -1.83888 -1.82413
H -1.48638 -2.77176 -0.65382
H -3.22749 -0.90591 0.05681
H -2.90664 -2.24375 1.17187
H -4.57465 -1.78226 0.76177
H -3.66395 -3.90891 -0.44138
H -4.54894 -1.43561 -2.01504
H -5.60023 -2.73292 -1.41582
H -4.94523 -1.95369 -4.45283
H -6.29122 -2.93271 -3.86088
H -4.95063 -3.65840 -4.83063
C 3.97757 4.39661 -0.40378
C 3.32216 4.83789 0.89861
C 2.45001 6.06324 0.50592
C 1.44347 6.48719 1.57070
C 0.60975 5.27680 1.97969
C 1.45863 4.09053 2.46665
N 2.46879 3.77022 1.42835
O 3.09997 2.74639 1.64593
C 0.46537 2.91940 2.56655
C 2.01603 4.37642 3.85454
C 4.41333 5.26292 1.84962
H 4.54925 5.22598 -0.82527
H 3.28847 4.08237 -1.18954
H 4.69784 3.59508 -0.22035
H 1.93853 5.80488 -0.42857
H 3.10982 6.89042 0.23558
H 0.75638 7.21513 1.12861
H 1.95297 6.98155 2.40006
H -0.03993 5.03898 1.13244
H -0.08454 5.54597 2.78219
H -0.36762 3.23055 3.19745
H 0.93578 2.01482 2.94116
H 0.02307 2.75134 1.58782
H 1.19095 4.25274 4.56042
H 2.30593 5.42392 3.95966
H 2.83171 3.74676 4.19940
H 5.06045 5.99705 1.37288
H 5.00347 4.43428 2.23821
H 3.99440 5.76382 2.72536
S -0.00769 -0.46306 -0.82772
O 1.33723 -0.19154 -1.42445
O -0.15862 0.63363 0.19657
O -1.06696 -0.32628 -1.87439
O -0.06295 -1.75659 -0.12286
C 4.69104 -4.93983 0.37592
C 5.18098 -3.55145 0.77969
C 6.01120 -2.87853 -0.31780
O 5.20181 -1.72832 -0.66755
C 4.20413 -1.58786 0.19419
O 3.52759 -0.62038 0.29300
O 4.13464 -2.63189 1.07590
H 3.81561 -4.91361 -0.26321
H 4.56118 -5.57961 1.24933
H 5.50844 -5.41663 -0.17172
H 5.81065 -3.73024 1.65454
H 6.17852 -3.56268 -1.14779
H 6.97865 -2.47586 -0.01989
C 1.85982 -4.30805 3.57545
C 0.95527 -3.83271 2.46712
C 1.28617 -4.38970 1.07465
O 0.02665 -4.78811 0.54560
C -0.91836 -4.70892 1.50405
O -2.04275 -4.88608 1.32449
O -0.36388 -4.42252 2.69746
H 2.86644 -3.90101 3.44358
H 1.96192 -5.39681 3.53718
H 1.49670 -4.05761 4.56960
H 0.84908 -2.74762 2.48374
H 2.06120 -5.15401 1.08259
H 1.72057 -3.54130 0.54062
C 1.25183 -2.30948 -4.48905
C 2.37584 -2.08878 -3.54912
C 2.16864 -2.90118 -2.24226
O 3.15621 -3.93824 -2.31908
C 4.02718 -3.67807 -3.33538
O 4.98852 -4.33078 -3.59847
O 3.63012 -2.60170 -4.04369
H 0.28128 -2.11085 -4.04288
H 1.28700 -3.33185 -4.88101
H 1.40782 -1.69907 -5.38317
H 2.49760 -1.05826 -3.22427
H 1.21551 -3.43408 -2.28807
H 2.17472 -2.30600 -1.33464
F -5.26029 0.45442 5.36434
C -4.12973 0.24850 4.65660
C -3.98080 0.89259 3.44169
C -2.75649 0.80088 2.78381
C -1.77460 -0.08696 3.21590
C -2.03440 -0.82431 4.37809
C -3.18832 -0.64217 5.12467
H -4.70951 1.63082 3.12677
H -2.59654 1.34861 1.86151
H -0.80439 -0.23051 2.76232
H -1.26114 -1.48735 4.75456
H -3.38438 -1.24975 5.99781
F -6.26522 1.15028 -3.02866
C -5.77349 2.26558 -2.45228
C -6.50809 3.44084 -2.48408
C -5.88459 4.60806 -2.09076
C -4.62382 4.57678 -1.52094
C -3.92252 3.38151 -1.41569
C -4.49121 2.23439 -1.94224
H -7.54252 3.44129 -2.80431
H -6.47079 5.51813 -2.06332
H -4.20487 5.49394 -1.12265
H -2.91929 3.33100 -1.01919
H -3.85239 1.36313 -2.04760
C -1.65899 0.47681 -5.17806
Br -0.38372 1.01505 -6.51434
Br -2.41081 -1.26183 -5.57193
Br -3.09743 1.74321 -5.12856
H -1.15916 0.38967 -4.22189
*
```

***

Entry 4:
Below is a structure of composition C38H59CrN3O7, with properties calculated with ωB97M-V/def2-TZVPD.

- LUMO level (alpha / beta) (Ha) = 0.144 / 0.144
- energy above the lowest of the compared OMol25 structures with the same formula, charge and spin (eV) = 0.000

Structure (ORCA input):
```
! wB97M-V def2-TZVPD RIJCOSX def2/J DEFGRID3
* xyz -2 5
Cr 0.86693 -1.31171 0.14111
C -0.38412 -4.30403 -0.17094
N -0.18076 -3.19660 -1.10199
C 0.60113 -3.65274 -2.24538
C -1.45791 -2.67086 -1.58580
C -2.22632 -1.89325 -0.52733
N -1.45659 -0.80076 0.05361
C -1.55043 0.44711 -0.70598
C -1.09458 0.41107 -2.14719
C -1.98909 0.79425 -3.12994
C -1.63326 0.93178 -4.47031
C -0.29304 0.72046 -4.77947
C 0.65746 0.32937 -3.84082
C 0.25039 0.08203 -2.49633
O 1.08947 -0.41507 -1.64394
C 2.14243 0.22065 -4.20701
C 2.94579 1.17263 -3.30575
C 2.41030 0.62762 -5.65988
C 2.67659 -1.20793 -4.02674
C -2.68546 1.32236 -5.50655
C -2.09996 1.43395 -6.91492
C -3.30542 2.68000 -5.14476
C -3.79675 0.26256 -5.53940
C -1.86346 -0.60200 1.44745
C -1.11297 0.41005 2.29787
C -1.77887 0.76511 3.46136
C -1.22963 1.59343 4.42541
C 0.01344 2.14564 4.13310
C 0.72522 1.83760 2.98379
C 0.20337 0.87934 2.06884
O 0.91785 0.50146 1.03697
C 2.09389 2.47135 2.71458
C 2.49375 3.47776 3.79762
C 2.05800 3.22115 1.37344
C 3.18957 1.39684 2.66431
C -1.92256 1.75815 5.77503
C -3.33398 2.33234 5.59547
C -2.00928 0.37571 6.44159
C -1.14754 2.68638 6.71155
H -1.00202 -5.09186 -0.63777
H -0.83894 -3.96349 0.75694
H 0.58479 -4.72776 0.08593
H 0.08957 -4.47766 -2.77269
H 1.58033 -3.98299 -1.90559
H 0.74100 -2.82386 -2.93665
H -2.09471 -3.50025 -1.94510
H -1.25196 -2.02978 -2.44062
H -2.50197 -2.57134 0.28224
H -3.16814 -1.52610 -0.97084
H -0.94138 1.17472 -0.16875
H -2.59740 0.80281 -0.68886
H -3.00938 1.00527 -2.81808
H 0.02977 0.86780 -5.80003
H 2.63080 2.20669 -3.47062
H 4.01339 1.09659 -3.53716
H 2.79512 0.92457 -2.25677
H 2.08964 1.65273 -5.86144
H 1.90875 -0.03684 -6.36874
H 3.48501 0.56826 -5.85109
H 2.59520 -1.52944 -2.99112
H 3.73033 -1.24682 -4.32373
H 2.12245 -1.90519 -4.66262
H -1.32529 2.20187 -6.96583
H -2.89035 1.70388 -7.62115
H -1.66276 0.48791 -7.24077
H -2.53754 3.45610 -5.13012
H -3.76730 2.65267 -4.15728
H -4.07342 2.96252 -5.87280
H -3.38453 -0.71087 -5.81319
H -4.57078 0.53118 -6.26644
H -4.26839 0.15870 -4.56133
H -1.78191 -1.57411 1.94088
H -2.93172 -0.31192 1.46428
H -2.75505 0.31616 3.63249
H 0.46340 2.81271 4.85222
H 1.76290 4.28472 3.89452
H 3.45509 3.92412 3.52636
H 2.61010 2.99649 4.77130
H 1.33762 4.04332 1.41719
H 1.77122 2.54283 0.57077
H 3.04479 3.64119 1.14754
H 3.14421 0.75542 3.54798
H 4.17731 1.86913 2.61425
H 3.04329 0.78479 1.77964
H -3.93211 1.70239 4.93539
H -3.28992 3.33190 5.15510
H -3.84942 2.39896 6.56018
H -2.65840 -0.29165 5.87206
H -2.41259 0.46238 7.45785
H -1.02483 -0.09520 6.46966
H -1.04217 3.68927 6.28929
H -0.15101 2.29170 6.91623
H -1.68082 2.77294 7.66319
O -0.66226 -3.28822 3.39500
C 0.32283 -2.62222 3.06656
O 0.60301 -2.34345 1.84001
C 1.29672 -2.09407 4.15666
O 0.86514 -1.24177 4.93965
O 2.46740 -2.59725 4.12845
C 3.02147 -4.38852 1.46232
C 3.17516 -2.99022 0.91744
N 3.65058 -2.08727 1.78131
O 2.85417 -2.72008 -0.25220
H 3.68365 -4.56610 2.30647
H 3.19088 -5.11085 0.66406
H 1.99663 -4.48181 1.82500
H 3.35989 -2.24551 2.77540
H 3.58129 -1.13348 1.45488
*
```